Entry 1:
{"formula": "C21H47OP3ScSe", "method": "ωB97M-V/def2-TZVPD", "elements": ["Se", "Sc", "P", "P", "P", "O", "C", "C", "C", "C", "C", "C", "C", "C", "C", "C", "C", "C", "C", "C", "C", "C", "C", "C", "C", "C", "C", "H", "H", "H", "H", "H", "H", "H", "H", "H", "H", "H", "H", "H", "H", "H", "H", "H", "H", "H", "H", "H", "H", "H", "H", "H", "H", "H", "H", "H", "H", "H", "H", "H", "H", "H", "H", "H", "H", "H", "H", "H", "H", "H", "H", "H", "H", "H"], "coordinates": [[2.66, -3.16, -0.41], [-0.42, 0.76, 0.11], [-1.46, -0.86, -1.59], [-1.58, -0.97, 1.93], [1.45, 0.89, 1.98], [-1.87, 2.38, 0.43], [-3.13, 3.86, -1.17], [1.72, 0.94, -1.46], [5.25, -2.87, -4.34], [3.08, 1.52, 1.43], [4.03, -4.23, -2.73], [1.08, 2.13, 3.31], [-3.34, -1.39, 1.60], [3.69, -3.08, -2.01], [-2.92, 2.61, 1.50], [-0.89, -2.64, 2.18], [4.87, -1.73, -3.63], [4.07, -1.81, -2.48], [0.69, 1.87, -1.25], [-1.69, -0.40, 3.68], [2.03, -0.51, 3.02], [-1.62, -2.68, -1.43], [-2.42, 3.59, 2.52], [-1.80, 3.56, -0.50], [-3.21, -0.34, -1.83], [4.81, -4.11, -3.88], [-0.72, -0.67, -3.25], [2.97, 2.43, 0.83], [-2.92, 4.46, -2.07], [-0.21, 1.90, -1.90], [3.70, -5.20, -2.37], [3.59, 0.76, 0.83], [0.84, 3.10, 2.86], [0.22, 1.80, 3.91], [-2.35, -1.10, 4.21], [3.69, 1.75, 2.32], [-3.82, 2.96, 1.00], [-3.78, 4.46, -0.53], [-3.86, -0.94, -1.19], [2.52, -1.25, 2.38], [-3.12, 1.62, 1.93], [-1.56, 3.18, 3.06], [3.78, -0.91, -1.93], [-1.06, 3.35, -1.27], [-3.42, -2.20, 0.87], [-0.65, -3.10, -1.14], [-1.45, -3.12, 2.99], [1.20, -0.98, 3.56], [-2.13, 0.61, 3.72], [5.88, -2.78, -5.24], [1.85, 0.33, -2.38], [-3.87, -0.51, 1.22], [1.53, -3.64, -1.25], [2.71, 1.18, -1.02], [-3.35, 0.73, -1.57], [-0.71, -0.38, 4.16], [-1.93, -3.08, -2.41], [0.18, -2.58, 2.44], [-0.99, -3.22, 1.26], [-3.48, -0.48, -2.89], [-1.41, 4.41, 0.08], [2.75, -0.13, 3.76], [-3.19, 3.81, 3.26], [5.22, -0.75, -3.96], [-0.60, 0.38, -3.53], [-3.80, -1.70, 2.55], [1.96, 2.24, 3.97], [0.88, 2.69, -0.54], [0.27, -1.15, -3.23], [-1.38, -1.18, -3.96], [-2.38, -2.93, -0.67], [-2.14, 4.55, 2.07], [5.09, -5.00, -4.42], [-3.64, 2.94, -1.49]], "gap_ev": 4.69, "relative_energy_kcal_mol": 0.0, "lumo_energy_ev": -10.99, "homo_ev": -15.69, "charge": 3}

***

Entry 2:
{"formula": "C21H48BrFIN3O2P", "method": "ωB97M-V/def2-TZVPD", "elements": ["I", "Br", "P", "F", "O", "O", "N", "N", "N", "C", "C", "C", "C", "C", "C", "C", "C", "C", "C", "C", "C", "C", "C", "C", "C", "C", "C", "C", "C", "C", "H", "H", "H", "H", "H", "H", "H", "H", "H", "H", "H", "H", "H", "H", "H", "H", "H", "H", "H", "H", "H", "H", "H", "H", "H", "H", "H", "H", "H", "H", "H", "H", "H", "H", "H", "H", "H", "H", "H", "H", "H", "H", "H", "H", "H", "H", "H", "H"], "coordinates": [[0.20, -7.07, -0.64], [-2.72, -7.18, 3.13], [-3.84, -6.27, 1.35], [0.15, -4.20, -0.97], [-4.03, -3.19, -3.09], [-4.91, -7.47, 0.84], [-0.98, 2.45, -0.35], [4.42, 4.08, 2.75], [-2.13, -3.57, -0.36], [3.08, 2.24, 1.59], [-2.70, 3.17, -2.10], [-1.63, -2.86, -3.73], [6.71, 3.99, 3.75], [5.39, 4.26, 0.39], [-0.82, -4.16, 0.04], [-2.57, -1.56, 1.19], [-1.11, -5.69, 0.41], [-3.02, -3.01, 0.71], [5.46, 3.23, 3.31], [3.15, 3.40, 2.59], [-0.85, 4.77, 0.57], [-2.85, -4.72, -1.00], [-2.82, -3.88, -3.49], [4.82, 4.94, 1.64], [-2.59, -6.00, -0.06], [0.10, 1.46, -2.44], [-2.38, 2.56, -0.73], [-2.48, -5.05, -2.49], [-0.25, 1.35, -0.96], [-0.23, 3.69, -0.31], [-0.81, 0.42, -0.80], [0.77, 3.48, 0.10], [-3.96, -4.66, -1.03], [-0.08, 4.10, -1.32], [4.61, 3.83, -0.23], [-3.75, 3.46, -2.14], [-4.09, -3.01, 0.41], [6.46, 4.78, 4.46], [-2.90, -3.66, 1.62], [-1.39, -5.27, -2.62], [-2.90, 3.15, 0.03], [-1.87, -2.83, -1.04], [-3.06, -4.33, -4.49], [-3.71, -2.46, -2.54], [-2.79, -6.85, -0.75], [0.54, 2.43, -2.69], [-1.92, -1.80, -3.50], [2.84, 3.02, 3.57], [5.92, 5.00, -0.22], [7.40, 3.31, 4.24], [6.12, 3.48, 0.63], [3.98, 5.56, 1.35], [-2.11, 4.06, -2.31], [2.15, 1.69, 1.75], [0.84, 0.70, -2.70], [3.07, 2.60, 0.56], [-1.57, -1.65, 1.70], [-3.01, -5.97, -2.86], [-1.29, -2.90, -4.79], [5.06, 2.73, 4.20], [5.76, 2.44, 2.61], [3.91, 1.54, 1.72], [2.38, 4.14, 2.33], [-0.77, -3.15, -3.07], [5.57, 5.65, 2.01], [-0.27, -3.69, 0.88], [-2.55, 2.45, -2.91], [-5.75, -7.30, 1.30], [7.23, 4.44, 2.91], [0.68, 1.22, -0.40], [-0.19, 5.63, 0.62], [-0.84, -5.78, 1.49], [-1.81, 5.12, 0.17], [-0.76, 1.29, -3.08], [-3.31, -1.28, 1.98], [-2.55, -0.83, 0.34], [-1.01, 4.41, 1.59], [-2.85, 1.57, -0.67]], "gap_ev": 6.37, "lumo_energy_ev": -3.17, "homo_ev": -9.54, "charge": 1}

***

Entry 3:
{"formula": "C21H48Cl3GeN10Pd", "method": "ωB97M-V/def2-TZVPD", "elements": ["Pd", "Ge", "Cl", "Cl", "Cl", "N", "N", "N", "N", "N", "N", "N", "N", "N", "N", "C", "C", "C", "C", "C", "C", "C", "C", "C", "C", "C", "C", "C", "C", "C", "C", "C", "C", "C", "C", "C", "H", "H", "H", "H", "H", "H", "H", "H", "H", "H", "H", "H", "H", "H", "H", "H", "H", "H", "H", "H", "H", "H", "H", "H", "H", "H", "H", "H", "H", "H", "H", "H", "H", "H", "H", "H", "H", "H", "H", "H", "H", "H", "H", "H", "H", "H", "H", "H"], "coordinates": [[0.31, 0.27, -0.16], [1.37, 0.10, -2.69], [1.35, -1.54, -4.05], [1.97, 1.85, -3.77], [-0.86, 0.56, -2.27], [-0.45, 4.03, -0.84], [0.18, 0.07, 2.06], [-2.53, -2.95, -1.37], [-3.35, -3.62, 0.71], [-0.97, 2.29, 0.60], [2.71, 0.00, 0.49], [-2.59, 3.93, 0.04], [-1.66, -1.94, 0.52], [4.40, 0.56, -0.99], [4.32, -1.62, -0.21], [-3.55, -5.01, 0.28], [-2.49, -2.80, 0.04], [-1.37, -3.46, -2.09], [-1.32, 3.36, -0.08], [-4.36, -3.10, 1.64], [-1.75, 1.67, 1.66], [3.85, -0.38, -0.24], [5.76, -1.93, -0.15], [-0.89, 4.85, -1.99], [-0.79, 1.04, 2.66], [3.42, -2.77, -0.01], [-3.81, -3.01, -2.05], [-0.16, -1.35, 2.39], [-2.76, 5.36, 0.28], [5.32, 0.28, -2.10], [2.66, -0.38, 1.88], [4.20, 1.99, -0.69], [1.55, 0.37, 2.58], [-1.53, -1.85, 1.97], [0.98, 3.82, -0.67], [-3.80, 3.13, 0.07], [-4.57, 3.64, -0.50], [-4.30, -2.02, 1.72], [-4.12, -4.05, -2.21], [-1.35, 0.55, 3.46], [3.53, 2.12, 0.16], [-2.32, -1.22, 2.40], [1.51, 4.50, -1.34], [1.72, 1.43, 2.44], [3.74, -3.57, -0.67], [6.36, 0.50, -1.83], [-1.66, -2.83, 2.42], [3.81, 2.50, -1.57], [5.16, 2.44, -0.44], [-1.93, 4.65, -2.24], [2.40, -2.51, -0.25], [-1.29, -2.94, -3.04], [5.05, 0.95, -2.92], [-1.51, -4.52, -2.31], [-5.36, -3.35, 1.26], [0.58, -2.00, 1.94], [-0.23, 1.84, 3.12], [-4.17, 3.04, 1.10], [-3.71, -2.55, -3.03], [-0.28, 4.59, -2.86], [1.29, 4.03, 0.35], [5.24, -0.75, -2.43], [-2.34, 2.40, 2.21], [2.56, -1.46, 1.97], [5.95, -2.51, 0.76], [-1.80, 5.86, 0.36], [-2.43, 0.92, 1.25], [-3.77, -5.61, 1.17], [-4.41, -5.12, -0.39], [-3.32, 5.49, 1.21], [3.62, -0.15, 2.36], [-2.66, -5.41, -0.19], [-0.47, -3.32, -1.50], [-4.25, -3.55, 2.62], [1.60, 0.16, 3.65], [6.36, -1.03, -0.10], [-0.76, 5.92, -1.81], [-3.61, 2.14, -0.35], [6.08, -2.53, -1.00], [-3.35, 5.82, -0.52], [3.48, -3.16, 1.01], [-0.10, -1.47, 3.48], [-4.58, -2.50, -1.47], [1.28, 2.81, -0.92]], "gap_ev": [9.41, 5.53], "relative_energy_kcal_mol": 9.8, "spin_multiplicity": 6, "lumo_energy_ev": [-9.62, -13.90], "homo_ev": [-19.03, -19.43], "charge": 4}

***

Entry 4:
{"formula": "C21H48N9O6S", "method": "ωB97M-V/def2-TZVPD", "elements": ["S", "O", "O", "O", "O", "O", "O", "N", "N", "N", "N", "N", "N", "N", "N", "N", "C", "C", "C", "C", "C", "C", "C", "C", "C", "C", "C", "C", "C", "C", "C", "C", "C", "C", "C", "C", "C", "H", "H", "H", "H", "H", "H", "H", "H", "H", "H", "H", "H", "H", "H", "H", "H", "H", "H", "H", "H", "H", "H", "H", "H", "H", "H", "H", "H", "H", "H", "H", "H", "H", "H", "H", "H", "H", "H", "H", "H", "H", "H", "H", "H", "H", "H", "H", "H"], "coordinates": [[-3.66, 1.80, 0.78], [-1.94, 5.39, -6.41], [0.43, 2.09, -1.79], [-5.01, -4.79, 1.17], [2.75, -0.16, 4.33], [-1.63, -2.86, 3.16], [1.76, -6.20, -0.06], [1.08, 3.29, 1.93], [-4.98, -2.62, 1.97], [0.13, 3.72, -3.42], [3.83, -5.41, -0.72], [4.12, 1.70, 4.28], [-1.21, 4.32, 2.41], [0.20, -4.28, 3.05], [-3.20, 3.52, -6.96], [-1.74, 3.10, 2.80], [-4.21, -1.43, 2.25], [-0.06, 4.17, 1.44], [1.16, -3.20, 3.22], [0.69, -5.63, 2.90], [-3.97, 2.82, -7.97], [-3.05, 2.92, -5.65], [-2.60, 4.74, -7.22], [-1.27, 3.90, -3.10], [-6.40, -2.61, 2.25], [0.86, 2.79, -2.70], [-2.62, 2.68, 1.81], [4.87, -5.39, -1.73], [-4.42, -3.75, 1.44], [4.25, 3.12, 4.53], [0.95, 1.85, 1.47], [-1.14, -3.98, 3.04], [5.26, 0.96, 3.79], [0.72, 4.51, -4.48], [2.67, -6.14, -0.88], [4.02, -4.64, 0.49], [2.93, 1.03, 4.51], [1.27, -5.90, 3.79], [-4.99, 2.68, -7.60], [1.03, -2.48, 2.41], [5.79, -5.77, -1.30], [-3.57, 1.97, -5.61], [2.13, 1.69, 4.89], [-3.33, -3.65, 1.26], [2.18, -3.59, 3.21], [5.00, 0.51, 2.83], [3.99, -5.31, 1.35], [5.01, -4.36, -2.07], [-4.00, 3.38, -8.91], [1.26, 3.38, 2.95], [-0.13, -6.34, 2.79], [-0.40, 3.78, 0.38], [-1.78, -4.87, 2.91], [2.63, -6.69, -1.83], [0.62, 5.57, -4.23], [-4.61, -0.59, 1.67], [-4.28, -1.20, 3.32], [0.40, 5.25, 1.26], [6.12, 1.63, 3.66], [-3.16, -1.57, 1.99], [-6.63, -3.40, 2.97], [4.59, -6.01, -2.59], [-6.71, -1.64, 2.67], [4.53, 3.62, 3.59], [0.96, -2.70, 4.17], [-1.36, 4.21, -2.06], [3.21, -3.91, 0.58], [-6.95, -2.80, 1.33], [0.19, 4.30, -5.41], [-1.98, 2.77, -5.45], [4.98, -4.12, 0.47], [3.32, 3.55, 4.90], [-1.79, 2.95, -3.24], [1.34, -5.68, 2.02], [-0.10, 1.59, 1.02], [1.78, 4.27, -4.61], [-2.78, 5.10, -8.24], [-3.51, 1.85, -8.15], [1.16, 1.06, 2.30], [-3.46, 3.61, -4.90], [5.51, 0.17, 4.50], [1.74, 1.68, 0.61], [1.92, 2.73, -3.02], [-1.71, 4.66, -3.75], [5.04, 3.28, 5.27]], "gap_ev": 4.10, "lumo_energy_ev": 2.01, "homo_ev": -2.10, "charge": -1}